[1]
{
  "formula": "C4H7NO",
  "method": "ωB97M-V with the def2-TZVPD basis set",
  "lumo_energy_ev": 0.7,
  "homo_lumo_gap_ev": 11.324,
  "smiles": "CC[C@@H](O)C#N",
  "homo_ev": -10.593,
  "total_charge": 0,
  "symbols": ["C", "C", "C", "O", "C", "N", "H", "H", "H", "H", "H", "H", "H"],
  "coordinates": [[1.64, 0.43, -0.28], [0.50, 0.22, 0.76], [-0.73, -0.59, 0.20], [-2.17, -0.34, 0.79], [-1.22, -0.04, -1.02], [-1.67, 0.41, -1.98], [2.41, 1.11, 0.13], [2.16, -0.50, -0.56], [1.26, 0.89, -1.20], [0.14, 1.21, 1.06], [0.94, -0.27, 1.64], [-0.41, -1.65, 0.13], [-2.86, -0.89, 0.33]]
}


[2]
{
  "formula": "C4H7NO",
  "method": "ωB97M-V with the def2-TZVPD basis set",
  "lumo_energy_ev": 1.0,
  "homo_lumo_gap_ev": 10.219,
  "smiles": "C=C=N[C@H](C)O",
  "homo_ev": -9.261,
  "total_charge": 0,
  "symbols": ["O", "C", "C", "C", "C", "N", "H", "H", "H", "H", "H", "H", "H"],
  "coordinates": [[1.85, 0.82, 0.80], [0.81, 0.82, -0.13], [0.85, -0.51, -0.86], [-2.13, -0.76, 0.53], [-1.29, 0.24, 0.59], [-0.44, 1.13, 0.61], [1.65, 1.52, 1.44], [1.83, -0.57, -1.34], [0.91, 1.64, -0.86], [0.76, -1.34, -0.14], [0.06, -0.60, -1.61], [-2.04, -1.56, 1.25], [-2.85, -0.82, -0.27]]
}


[3]
{
  "formula": "C4H7NO",
  "method": "ωB97M-V with the def2-TZVPD basis set",
  "lumo_energy_ev": 0.6,
  "homo_lumo_gap_ev": 10.574,
  "smiles": "[H]/N=C(/C)CC=O",
  "homo_ev": -9.928,
  "total_charge": 0,
  "symbols": ["C", "C", "C", "N", "C", "O", "H", "H", "H", "H", "H", "H", "H"],
  "coordinates": [[-1.21, -1.08, -0.41], [0.18, -0.51, -0.48], [0.72, 0.13, 0.80], [0.79, -0.44, -1.59], [0.27, 1.57, 0.66], [0.96, 2.44, 0.19], [-1.66, -1.05, -1.41], [-1.20, -2.12, -0.05], [-1.83, -0.51, 0.28], [0.30, -0.33, 1.70], [1.81, 0.09, 0.83], [1.68, 0.04, -1.47], [-0.79, 1.77, 0.93]]
}


[4]
{
  "formula": "C4H7NO",
  "method": "ωB97M-V with the def2-TZVPD basis set",
  "lumo_energy_ev": [0.6, 0.6],
  "homo_lumo_gap_ev": [7.710, 7.711],
  "homo_ev": [-7.094, -7.094],
  "total_charge": 0,
  "symbols": ["N", "C", "O", "C", "C", "C", "H", "H", "H", "H", "H", "H", "H"],
  "coordinates": [[-2.09, -0.61, 1.00], [-0.10, -0.62, -0.63], [-0.58, -1.26, -1.47], [0.61, 0.27, 0.13], [1.06, 1.54, -0.70], [2.03, 0.47, -0.49], [-2.04, -1.01, 1.94], [-2.87, -1.05, 0.53], [0.40, 0.30, 1.19], [0.63, 1.51, -1.72], [-2.32, 0.38, 1.11], [2.76, 0.58, 0.32], [2.35, -0.26, -1.24]]
}


[5]
{
  "formula": "C4H7NO",
  "method": "ωB97M-V with the def2-TZVPD basis set",
  "lumo_energy_ev": 0.8,
  "homo_lumo_gap_ev": 11.547,
  "smiles": "CCOCC#N",
  "homo_ev": -10.699,
  "total_charge": 0,
  "symbols": ["C", "C", "O", "C", "C", "N", "H", "H", "H", "H", "H", "H", "H"],
  "coordinates": [[-0.59, 1.66, -0.29], [0.43, 0.65, -0.79], [0.92, -0.11, 0.32], [0.69, -1.48, 0.28], [-0.74, -1.86, 0.41], [-1.84, -2.18, 0.52], [-0.14, 2.27, 0.50], [-0.89, 2.32, -1.11], [-1.47, 1.16, 0.11], [1.28, 1.16, -1.24], [-0.01, -0.01, -1.55], [1.22, -1.93, 1.12], [1.06, -1.95, -0.65]]
}


[6]
{
  "formula": "C4H7NO",
  "method": "ωB97M-V with the def2-TZVPD basis set",
  "lumo_energy_ev": 1.0,
  "homo_lumo_gap_ev": 9.702,
  "homo_ev": -8.678,
  "total_charge": 0,
  "symbols": ["O", "C", "C", "C", "N", "C", "H", "H", "H", "H", "H", "H", "H"],
  "coordinates": [[-0.31, -2.04, 0.52], [-0.55, -0.87, -0.19], [-0.85, 0.44, 0.60], [0.29, 1.13, -0.15], [1.67, 0.16, 0.08], [0.68, -0.18, -0.83], [0.50, -1.88, 1.03], [-1.34, -1.08, -0.93], [-0.67, 0.36, 1.68], [-1.84, 0.86, 0.42], [0.23, 2.00, -0.81], [1.27, 1.35, 0.49], [0.91, -0.24, -1.90]]
}


[7]
{
  "formula": "C4H7NO",
  "method": "ωB97M-V with the def2-TZVPD basis set",
  "lumo_energy_ev": [-0.1, -0.6],
  "homo_lumo_gap_ev": [8.255, 7.614],
  "homo_ev": [-8.354, -8.177],
  "total_charge": 0,
  "symbols": ["C", "C", "O", "C", "C", "N", "H", "H", "H", "H", "H", "H", "H"],
  "coordinates": [[-1.63, 0.54, -0.37], [0.16, -1.44, 0.12], [0.75, -0.64, 0.91], [1.38, 0.49, 0.56], [1.81, 0.62, -0.77], [2.14, 0.64, -1.89], [-2.21, 1.41, -0.08], [-1.53, 0.49, -1.46], [-2.14, -0.36, -0.01], [0.24, -1.31, -0.95], [-0.45, -2.20, 0.59], [1.75, 1.07, 1.38], [-0.63, 0.72, 0.06]]
}


[8]
{
  "formula": "C4H7NO",
  "method": "ωB97M-V with the def2-TZVPD basis set",
  "lumo_energy_ev": 1.0,
  "homo_lumo_gap_ev": 10.882,
  "smiles": "CCOC1=NC1",
  "homo_ev": -9.895,
  "total_charge": 0,
  "symbols": ["C", "C", "O", "C", "C", "N", "H", "H", "H", "H", "H", "H", "H"],
  "coordinates": [[1.10, 0.80, 1.67], [0.91, -0.24, 0.60], [-0.51, -0.35, 0.36], [-0.95, -0.58, -2.24], [-0.85, -0.09, -0.90], [-1.31, 0.82, -1.61], [0.55, 0.51, 2.58], [2.16, 0.92, 1.92], [0.70, 1.76, 1.32], [1.27, -1.23, 0.91], [1.42, 0.04, -0.33], [-1.79, -1.21, -2.53], [-0.08, -0.63, -2.89]]
}


[9]
{
  "formula": "C4H7NO",
  "method": "ωB97M-V with the def2-TZVPD basis set",
  "lumo_energy_ev": 1.1,
  "homo_lumo_gap_ev": 10.736,
  "smiles": "O=CCN1CC1",
  "homo_ev": -9.631,
  "total_charge": 0,
  "symbols": ["O", "C", "C", "N", "C", "C", "H", "H", "H", "H", "H", "H", "H"],
  "coordinates": [[-2.90, 0.58, 0.66], [-1.99, -0.21, 0.55], [-0.55, 0.23, 0.82], [0.50, -0.56, 0.21], [0.78, -0.39, -1.20], [1.70, 0.17, -0.18], [-2.20, -1.25, 0.24], [-0.39, 0.20, 1.91], [-0.56, 1.30, 0.54], [0.18, 0.30, -1.79], [1.07, -1.30, -1.72], [2.65, -0.32, 0.02], [1.72, 1.25, -0.06]]
}


[10]
{
  "formula": "C4H7NO",
  "method": "ωB97M-V with the def2-TZVPD basis set",
  "lumo_energy_ev": 0.7,
  "homo_lumo_gap_ev": 9.451,
  "homo_ev": -8.772,
  "total_charge": 0,
  "symbols": ["C", "O", "C", "C", "C", "N", "H", "H", "H", "H", "H", "H", "H"],
  "coordinates": [[-0.96, -0.29, -1.97], [0.44, 0.00, -1.78], [1.05, -0.70, -0.88], [0.66, 0.38, 2.13], [-0.69, 0.40, 1.56], [-1.75, 0.42, 1.11], [-1.34, -0.84, -1.11], [-1.05, -0.87, -2.89], [-1.47, 0.67, -2.07], [2.10, -0.30, -0.95], [1.39, 0.20, 1.34], [0.87, 1.34, 2.62], [0.75, -0.42, 2.87]]
}


[11]
{
  "formula": "C4H7NO",
  "method": "ωB97M-V with the def2-TZVPD basis set",
  "lumo_energy_ev": 0.8,
  "homo_lumo_gap_ev": 9.461,
  "smiles": "C=C1N=CCO1.[H][H]",
  "homo_ev": -8.645,
  "total_charge": 0,
  "symbols": ["C", "C", "N", "C", "C", "O", "H", "H", "H", "H", "H", "H", "H"],
  "coordinates": [[2.07, -0.52, 0.73], [0.77, -0.31, 0.60], [0.11, 0.92, 0.84], [-1.09, 0.77, 0.47], [-1.38, -0.62, -0.03], [-0.12, -1.25, 0.15], [2.70, 0.28, 1.10], [0.08, 1.02, -2.44], [2.53, -1.46, 0.42], [-1.81, 1.59, 0.46], [-0.04, 1.36, -1.79], [-1.67, -0.66, -1.09], [-2.15, -1.12, 0.56]]
}


[12]
{
  "formula": "C4H7NO",
  "method": "ωB97M-V with the def2-TZVPD basis set",
  "lumo_energy_ev": 0.6,
  "homo_lumo_gap_ev": 7.579,
  "homo_ev": -6.959,
  "total_charge": 0,
  "symbols": ["O", "C", "C", "C", "N", "C", "H", "H", "H", "H", "H", "H", "H"],
  "coordinates": [[-1.49, 1.60, -0.55], [-0.84, 0.42, -0.52], [0.64, 0.31, -0.90], [0.90, -0.61, 0.28], [-0.33, -0.23, 0.99], [-0.17, -1.65, 0.44], [-0.90, 2.28, -0.20], [-1.47, -0.37, -0.95], [1.11, 1.30, -0.80], [0.86, -0.12, -1.88], [1.86, -0.59, 0.79], [-0.22, -0.05, 2.00], [0.06, -2.30, 1.29]]
}


[13]
{
  "formula": "C4H7NO",
  "method": "ωB97M-V with the def2-TZVPD basis set",
  "lumo_energy_ev": 0.1,
  "homo_lumo_gap_ev": 9.910,
  "smiles": "C/N=C/C(C)=O",
  "homo_ev": -9.835,
  "total_charge": 0,
  "symbols": ["C", "C", "C", "C", "N", "O", "H", "H", "H", "H", "H", "H", "H"],
  "coordinates": [[-0.31, -0.26, 0.08], [0.30, -1.09, -0.90], [0.37, -0.69, -2.33], [-1.24, 0.14, 2.12], [-0.53, -0.74, 1.20], [0.78, -2.14, -0.60], [-0.65, 0.80, -0.21], [-0.40, 0.04, -2.73], [1.23, -0.01, -2.55], [0.35, -1.57, -2.97], [-1.74, 0.95, 1.42], [-1.89, -0.56, 2.66], [-0.58, 0.63, 2.74]]
}


[14]
{
  "formula": "C4H7NO",
  "method": "ωB97M-V with the def2-TZVPD basis set",
  "lumo_energy_ev": 0.9,
  "homo_lumo_gap_ev": 9.647,
  "homo_ev": -8.770,
  "total_charge": 0,
  "symbols": ["C", "O", "C", "C", "C", "N", "H", "H", "H", "H", "H", "H", "H"],
  "coordinates": [[-0.26, -1.44, 0.64], [-0.84, -0.76, -0.43], [0.06, 0.30, -0.82], [-0.50, 1.65, -0.40], [1.40, 0.05, -0.18], [1.13, -0.95, 0.63], [-0.74, -1.19, 1.60], [1.82, -1.35, 1.25], [-0.31, -2.52, 0.49], [0.16, 0.25, -1.92], [-1.51, 1.78, -0.81], [-0.57, 1.71, 0.69], [0.14, 2.47, -0.75]]
}


[15]
{
  "formula": "C4H7NO",
  "method": "ωB97M-V with the def2-TZVPD basis set",
  "lumo_energy_ev": -0.2,
  "homo_lumo_gap_ev": 9.357,
  "smiles": "CC/N=C\\C=O",
  "homo_ev": -9.538,
  "total_charge": 0,
  "symbols": ["C", "N", "C", "C", "C", "O", "H", "H", "H", "H", "H", "H", "H"],
  "coordinates": [[1.48, 0.96, 0.27], [0.13, -0.43, -1.02], [0.17, 0.95, -0.56], [-0.54, -1.33, -0.41], [-1.67, -1.18, 0.56], [-2.17, -2.16, 1.07], [2.22, 1.62, -0.18], [1.91, -0.04, 0.27], [1.31, 1.25, 1.31], [-0.72, 1.29, 0.00], [0.27, 1.61, -1.42], [-0.30, -2.37, -0.63], [-2.08, -0.17, 0.75]]
}


[16]
{
  "formula": "C4H7NO",
  "method": "ωB97M-V with the def2-TZVPD basis set",
  "lumo_energy_ev": 0.9,
  "homo_lumo_gap_ev": 10.867,
  "smiles": "[H]/N=C1\\OC1(C)C",
  "homo_ev": -9.980,
  "total_charge": 0,
  "symbols": ["C", "C", "C", "C", "N", "O", "H", "H", "H", "H", "H", "H", "H"],
  "coordinates": [[1.04, 1.27, -0.46], [0.13, 0.18, -0.34], [-1.37, 0.19, -0.48], [0.80, -1.02, 0.45], [1.63, 2.30, -0.07], [0.88, 0.51, -1.53], [-1.60, -0.88, -0.83], [-1.76, 0.87, -1.31], [-1.83, 0.43, 0.52], [1.88, -1.24, 0.07], [0.17, -1.92, 0.23], [0.72, -0.89, 1.57], [2.15, 2.78, -0.82]]
}


[17]
{
  "formula": "C4H7NO",
  "method": "ωB97M-V with the def2-TZVPD basis set",
  "lumo_energy_ev": 0.9,
  "homo_lumo_gap_ev": 9.853,
  "homo_ev": -8.984,
  "total_charge": 0,
  "symbols": ["O", "C", "C", "C", "N", "C", "H", "H", "H", "H", "H", "H", "H"],
  "coordinates": [[-2.13, -1.28, 0.62], [-0.79, -0.03, 0.36], [0.40, 0.75, 1.05], [0.94, 0.79, -0.38], [1.40, -0.56, -0.66], [-0.03, -0.29, -0.86], [-1.65, -2.10, 0.71], [-1.82, 0.22, 0.34], [1.07, 0.18, 1.70], [0.14, 1.71, 1.51], [1.17, 1.67, -0.98], [1.81, -0.58, -1.59], [-0.50, -0.48, -1.82]]
}


[18]
{
  "formula": "C4H7NO",
  "method": "ωB97M-V with the def2-TZVPD basis set",
  "lumo_energy_ev": 0.8,
  "homo_lumo_gap_ev": 10.875,
  "smiles": "N#CCCCO",
  "homo_ev": -10.037,
  "total_charge": 0,
  "symbols": ["N", "C", "C", "C", "C", "O", "H", "H", "H", "H", "H", "H", "H"],
  "coordinates": [[-1.64, -1.82, -0.48], [-1.05, -1.18, 0.29], [-0.50, -0.12, 1.15], [0.05, 0.99, 0.24], [0.97, 0.33, -0.82], [0.76, -1.06, -0.98], [-0.14, -1.34, -1.30], [-1.37, 0.22, 1.73], [0.26, -0.49, 1.84], [0.58, 1.75, 0.83], [-0.79, 1.50, -0.24], [2.02, 0.41, -0.49], [0.90, 0.85, -1.78]]
}


The calculation returns the following ΔE to the lowest compared entry with this formula, charge and spin values, one per record and in order: 53.0; 48.7; 31.5; 110.9; 36.6; 120.0; 107.5; 73.1; 57.1; 97.2; 62.1; 129.2; 54.7; 61.7; 49.8; 58.2; 131.5; 44.3 kcal/mol.